Molecular formula: C23H24N2O2
Method: DFT, ωB97M-V/def2-TZVPD

```
51
C23H24N2O2 | the OMol25 dataset | ωB97M-V/def2-TZVPD
C 3.085 2.837 0.261
O 2.783 1.468 0.168
C 3.821 0.572 0.087
C 5.161 0.910 0.031
C 6.127 -0.083 -0.052
C 5.760 -1.414 -0.080
C 4.421 -1.767 -0.025
C 3.445 -0.787 0.059
N 2.081 -1.060 0.122
C 1.428 -2.241 0.104
O 1.938 -3.340 0.039
C -0.102 -2.051 0.228
C -0.819 -3.158 -0.545
N -0.462 -0.699 -0.171
C -1.546 -0.059 0.561
C -1.597 1.426 0.257
C -2.665 2.172 0.746
C -2.753 3.528 0.493
C -1.774 4.159 -0.257
C -0.706 3.425 -0.741
C -0.615 2.067 -0.484
C -2.894 -0.694 0.279
C -3.552 -1.446 1.241
C -4.758 -2.061 0.949
C -5.316 -1.929 -0.311
C -4.667 -1.177 -1.276
C -3.464 -0.563 -0.983
H 3.590 3.200 -0.640
H 2.125 3.341 0.367
H 3.705 3.053 1.137
H 5.469 1.944 0.050
H 7.169 0.197 -0.095
H 6.512 -2.184 -0.145
H 4.118 -2.801 -0.045
H 1.473 -0.244 0.166
H -0.322 -2.163 1.297
H -1.885 -3.158 -0.329
H -0.395 -4.119 -0.268
H -0.675 -3.018 -1.615
H -0.660 -0.677 -1.167
H -1.315 -0.174 1.629
H -3.433 1.682 1.327
H -3.588 4.093 0.879
H -1.843 5.218 -0.460
H 0.062 3.910 -1.327
H 0.229 1.508 -0.857
H -3.119 -1.553 2.226
H -5.260 -2.645 1.706
H -6.255 -2.410 -0.540
H -5.100 -1.068 -2.259
H -2.963 0.032 -1.734
```

Properties
Energy above the lowest of the compared OMol25 structures with the same formula, charge and spin = 11.83 kcal/mol
Structure (SMILES) = COc1ccccc1NC(=O)[C@H](C)NC(c1ccccc1)c1ccccc1
Total energy = -31316.37319 eV
LUMO level = 0.710 eV
Gap between HOMO and LUMO = 8.71 eV
Molar mass = 360.46 g/mol